(1)
Below is 8 unconnected molecules or ions with the total composition C3H23NO9, with properties calculated with the ωB97M-V functional and the def2-TZVPD basis.

HOMO-LUMO gap = 9.6304 eV
relative energy (zero: lowest compared OMol25 entry of this formula, charge and spin) = 243.7 kJ/mol
SMILES = OCCNCO.O.O.O.O.O.O.O
electronic energy = -859.92592 Ha
highest occupied orbital energy = -9.3 eV

Positions of all 36 atoms, in Å:
O: 1.19051 -1.64115 1.95973
C: 1.05128 -0.50799 1.15524
C: -0.38738 -0.50769 0.59211
N: -1.04331 0.71636 0.28459
C: -0.85073 1.34434 -0.95165
O: 0.33718 2.24387 -0.83532
H: 2.00823 -1.85926 2.43304
H: 1.14853 0.60441 1.48322
H: 1.90187 -0.61701 0.45178
H: -0.55609 -1.18970 -0.33881
H: -1.05263 -1.16693 1.24503
H: -0.78383 1.39102 1.04189
H: -0.82991 0.67234 -1.86319
H: -1.66615 2.05838 -1.16950
H: 0.91796 2.34374 -1.60717
O: -0.55073 -3.71584 0.92555
H: -0.78682 -3.31674 0.09558
H: 0.28246 -3.42573 1.35406
O: -1.43319 1.31686 2.99168
H: -2.26212 1.67927 3.30987
H: -1.28497 0.51998 3.49529
O: 2.03008 3.32962 1.59820
H: 2.37271 2.52296 1.98422
H: 1.23385 3.08802 1.14119
O: -3.36435 -0.82072 -0.63817
H: -3.18753 0.07541 -0.19444
H: -4.00891 -0.58897 -1.30673
O: -1.50782 -2.73471 -1.52371
H: -1.62515 -3.68205 -1.40517
H: -1.94331 -2.28022 -0.80384
O: 1.93170 1.85990 -3.12337
H: 2.30947 1.06917 -3.50800
H: 2.63531 2.39003 -2.75712
O: 2.82312 -0.12393 -1.93702
H: 2.87634 -1.04117 -2.22095
H: 2.07434 -0.00586 -1.35811



(2)
Below is 9 unconnected molecules or ions with the total composition C3H24NO11, with properties calculated with the ωB97M-V functional and the def2-TZVPD basis.

HOMO-LUMO gap = 10.9748 eV
relative energy (zero: lowest compared OMol25 entry of this formula, charge and spin) = 32.3 kJ/mol
electronic energy = -1010.89522 Ha
net charge = +1
highest occupied orbital energy = -13.7 eV

Positions of all 39 atoms, in Å:
O: -0.01374 -0.48434 3.21443
C: 0.04431 -1.21084 2.26031
O: -0.47210 -2.44558 2.34651
C: 0.61303 -0.92652 0.88722
C: 2.08959 -1.33991 0.96127
O: 2.64096 -0.98493 -0.29332
N: 0.74230 0.58641 0.61119
H: -2.15888 2.52730 0.66216
H: 0.07088 -1.40016 0.02776
H: 2.25085 -2.42386 1.11252
H: 2.69050 -0.89381 1.76825
H: 2.80296 -1.79239 -0.79831
H: 0.78398 1.15016 1.47819
H: 1.55403 0.77782 0.00325
H: -0.05501 0.83679 0.01150
H: -3.82987 0.50029 0.80492
H: -4.55024 1.69415 -0.05816
O: -3.74077 1.26340 0.22995
H: 0.65212 -4.52610 -1.04157
H: 0.37270 -3.18409 -0.79482
O: 0.96270 -3.66699 -1.38866
H: -0.10635 0.02834 -4.18321
H: -0.05768 1.63625 -4.19915
O: -0.23866 0.84234 -3.69367
H: -0.84156 -2.72817 3.19858
H: -1.56761 3.83877 0.17106
O: -1.85350 3.39183 0.98193
H: -0.03790 2.54906 3.52920
H: -0.58110 2.98764 2.02238
O: 0.16398 2.74430 2.61258
H: -2.14428 0.42908 -1.35632
H: -0.88530 0.52295 -2.28487
O: -1.18519 0.26248 -1.37467
H: -1.33956 -2.44044 -2.70318
H: -1.96585 -1.54888 -1.74847
O: -1.37585 -2.31775 -1.74601
H: 3.59135 2.18803 0.32600
H: 3.85330 1.70938 -1.08407
O: 3.12145 1.84799 -0.47267



(3)
Below is 10 unconnected molecules or ions with the total composition C3H25O11, with properties calculated with the ωB97M-V functional and the def2-TZVPD basis.

HOMO-LUMO gap = 9.6808 eV
relative energy (zero: lowest compared OMol25 entry of this formula, charge and spin) = 0.0 kJ/mol
electronic energy = -957.04029 Ha
net charge = -1
highest occupied orbital energy = -6.7 eV

Positions of all 39 atoms, in Å:
C: 0.52886 1.33637 0.07563
C: 0.64663 2.07063 -1.26386
O: 0.40788 1.17510 -2.32334
C: 0.74902 2.27548 1.25739
O: 0.37762 1.63647 2.46337
H: 1.26118 0.50378 0.09117
H: -0.52623 0.84094 0.15982
H: -0.04622 2.91696 -1.38127
H: 1.74862 2.40909 -1.45625
H: -0.53310 0.53066 -2.06833
H: 1.83255 2.52683 1.41273
H: 0.14938 3.24348 1.19595
H: 1.43334 -2.68826 -1.80349
H: 0.26021 -2.93457 -0.81323
O: 1.10877 -3.33386 -1.16139
H: -2.57907 1.00654 1.34024
H: -0.57372 1.37340 2.43459
O: -2.15766 0.84319 2.25329
H: -1.42259 -1.29317 -0.99903
H: -2.08275 -0.28176 -2.53724
O: -1.63798 -0.13611 -1.78887
H: -1.96745 -2.72399 -0.66868
H: -1.27710 -1.88573 1.12507
O: -1.24014 -2.22527 -0.49552
H: 2.45542 -1.10817 -0.63232
H: 2.12515 -2.39553 0.11327
O: 2.54591 -1.54545 0.26289
H: 1.70207 -1.08629 1.74050
H: 1.00531 0.03208 2.55397
O: 1.22648 -0.91069 2.52773
H: 2.99769 -0.18649 -2.37954
H: 1.43940 0.01944 -2.22777
O: 2.20924 -0.66469 -2.25825
H: -0.39706 -1.52188 2.36323
H: -1.89736 -0.09154 2.27564
O: -1.30229 -1.68925 2.12770
H: -2.91195 2.10603 -0.46342
H: -2.52531 0.62410 -0.82982
O: -3.13275 1.23210 -0.22257



(4)
Below is 9 unconnected molecules or ions with the total composition C3H27N2O8S2, with properties calculated with the ωB97M-V functional and the def2-TZVPD basis.

HOMO-LUMO gap = 9.5906 eV
relative energy (zero: lowest compared OMol25 entry of this formula, charge and spin) = 330.2 kJ/mol
electronic energy = -1637.95448 Ha
net charge = +1
highest occupied orbital energy = -12.1 eV

Positions of all 42 atoms, in Å:
S: 0.33277 2.80617 2.21949
S: 0.62956 1.94536 0.55226
C: -0.83962 1.03844 0.25190
C: -0.80545 -0.39179 0.49687
C: -2.26578 -0.87702 0.53139
N: -2.35457 -2.30357 0.82963
N: -0.17699 -0.75394 1.87295
H: -0.56511 3.95512 1.94425
H: -1.18934 1.21350 -0.75165
H: -1.76225 1.48083 0.73326
H: -0.15968 -0.78371 -0.33764
H: -2.94268 -0.50004 -0.30776
H: -2.81911 -0.27856 1.43316
H: -2.00105 -2.87953 0.02484
H: -3.36937 -2.63000 0.97061
H: -0.24362 -1.81074 2.02481
H: -0.69803 -0.27473 2.65708
H: 0.80837 -0.51196 1.90338
H: 0.48530 -1.24615 -3.20761
H: 1.28600 0.15069 -3.81847
O: 1.29305 -0.78908 -3.63004
H: -1.40814 -2.72414 -3.09706
H: -0.25440 -2.78645 -2.11453
O: -1.12620 -2.20418 -2.37559
H: 2.23269 -2.65674 -2.35000
H: 1.53569 -4.01571 -1.81119
O: 1.48217 -2.98451 -1.82529
H: 2.64772 -1.04629 -2.60810
H: 3.95803 -1.47262 -1.62431
O: 3.47574 -1.59280 -2.30902
H: -4.60821 1.10870 1.67086
H: -5.01063 1.16318 0.18052
O: -4.38206 0.71825 0.80594
H: -4.45780 2.14782 -2.47485
H: -3.28404 2.87289 -1.75411
O: -3.53568 2.07007 -2.24093
H: 2.91769 0.62158 2.57230
H: 3.01015 -0.91942 2.79050
O: 2.50225 -0.19679 2.77585
H: 4.24518 -0.16448 -0.31834
H: 4.85713 -0.70277 1.06863
O: 4.36301 -0.08971 0.75588



(5)
Below is 11 unconnected molecules or ions with the total composition C3H27NO11, with properties calculated with the ωB97M-V functional and the def2-TZVPD basis.

HOMO-LUMO gap = 10.0439 eV
relative energy (zero: lowest compared OMol25 entry of this formula, charge and spin) = 78.8 kJ/mol
SMILES = CNC(C)=O.O.O.O.O.O.O.O.O.O.O
electronic energy = -1012.91592 Ha
highest occupied orbital energy = -10.0 eV

Positions of all 42 atoms, in Å:
C: -3.25694 -0.47803 1.45738
N: -2.94867 0.08644 0.14012
C: -1.66999 0.33022 -0.29158
C: -0.56173 0.16529 0.71089
O: -1.56323 0.84599 -1.40292
H: -2.66727 0.03420 2.21521
H: -3.20101 -1.56687 1.37654
H: -4.25466 -0.22678 1.80724
H: -3.67631 0.23778 -0.53771
H: 0.28001 -0.13380 0.07454
H: -0.25943 1.15521 1.07554
H: -0.75991 -0.40555 1.60679
O: 1.49299 1.95907 2.92817
H: 1.90458 2.41793 2.17828
H: 0.67207 2.47321 3.08296
O: 0.82201 2.08352 -1.95342
H: -0.09701 1.84799 -1.65102
H: 0.59754 2.75116 -2.61396
O: 1.57566 -2.80900 0.95326
H: 1.83506 -2.27794 1.74327
H: 1.84861 -2.23277 0.22143
O: 0.50751 -0.67086 -2.81590
H: -0.10020 -0.76962 -2.07306
H: 0.58573 0.30705 -2.85812
O: 2.69487 -1.32420 -1.37221
H: 2.27071 -0.96723 -2.17793
H: 3.30457 -1.97219 -1.73927
O: 1.93920 -0.92954 2.82077
H: 1.48188 -0.13262 2.52286
H: 2.36015 -0.63000 3.64876
O: -0.75293 3.76085 1.03498
H: 0.05906 3.28566 0.78204
H: -0.83984 4.36612 0.28969
O: -0.14790 -3.51780 -1.22377
H: -0.53096 -2.66618 -0.99578
H: 0.41018 -3.79548 -0.48289
O: 2.44245 1.61923 0.21404
H: 2.38443 2.42981 -0.29255
H: 2.46190 0.99685 -0.53186
O: -2.33553 -1.52555 -2.51284
H: -2.74515 -2.37660 -2.31002
H: -1.56249 -1.74495 -3.04798



(6)
Below is 11 unconnected molecules or ions with the total composition C3H27NO12, with properties calculated with the ωB97M-V functional and the def2-TZVPD basis.

HOMO-LUMO gap = 9.3692 eV
relative energy (zero: lowest compared OMol25 entry of this formula, charge and spin) = 594.9 kJ/mol
SMILES = NCCC(=O)O.O.O.O.O.O.O.O.O.O.O
electronic energy = -1087.96561 Ha
highest occupied orbital energy = -9.4 eV

Positions of all 43 atoms, in Å:
N: -0.94421 -0.02400 0.06693
C: -0.43938 0.00091 -1.39628
C: -0.85233 1.21303 -2.11382
C: -2.18252 1.78550 -1.50380
O: -3.28282 1.90996 -2.02887
O: -2.06080 2.39680 -0.24016
H: -1.19601 0.94928 0.29915
H: -0.56693 -0.76635 0.57692
H: 0.64208 -0.20061 -1.32691
H: -1.20502 -0.82450 -1.91541
H: -1.26475 0.93327 -3.22936
H: -0.03851 1.95918 -2.05642
H: -2.71836 3.16980 -0.04836
O: 3.09221 -3.02522 1.96965
H: 2.91547 -2.09866 2.36860
H: 3.87384 -2.87876 1.35407
O: 1.60143 3.53687 -0.67117
H: 1.39911 4.51382 -0.68820
H: 2.52294 3.29966 -0.72896
O: -0.50193 -1.37188 -3.70505
H: -1.31246 -1.40834 -3.33089
H: -0.79976 -1.61806 -4.71946
O: -2.30814 1.79397 2.36818
H: -2.45356 2.04807 3.18790
H: -3.03232 1.21865 1.98818
O: -2.50678 -3.03342 1.05544
H: -1.89216 -3.59127 1.10464
H: -2.40653 -2.10856 1.16587
O: 3.16637 -0.48598 2.79346
H: 3.19166 -0.43864 3.65466
H: 2.43801 0.11419 2.53877
O: 1.83454 0.88158 1.01021
H: 2.12533 0.64564 0.17398
H: 0.89310 0.67849 1.15403
O: 0.46602 2.60868 2.84747
H: -0.23659 2.03691 2.55985
H: 1.05462 2.83923 2.13081
O: 1.14934 -3.65741 0.42319
H: 1.13594 -4.63429 0.56034
H: 1.89123 -3.20412 1.00287
O: 1.79070 -3.21263 -2.49685
H: 1.59004 -2.69783 -1.69960
H: 1.38345 -2.49539 -3.06623



(7)
Below is a molecular structure, C3H27O11Y, with properties calculated with the ωB97M-V functional and the def2-TZVPD basis.

HOMO-LUMO gap = 3.0953 eV
relative energy (zero: lowest compared OMol25 entry of this formula, charge and spin) = 970.9 kJ/mol
electronic energy = -995.50740 Ha
net charge = +2
highest occupied orbital energy = -14.5 eV

Positions of all 42 atoms, in Å:
Y: 15.77766 -22.49143 15.49146
C: 10.39516 -18.73424 14.48309
C: 10.98399 -19.95953 13.87518
C: 10.42082 -20.36906 12.54586
O: 12.33920 -20.10617 14.03616
H: 9.30603 -18.69248 14.47129
H: 10.74908 -17.82104 14.00465
H: 10.59255 -18.51919 15.53328
H: 10.52200 -20.58614 14.63809
H: 9.39380 -20.05351 12.36214
H: 10.47627 -21.45692 12.50581
H: 11.09621 -20.08336 11.73944
O: 6.40150 -24.98449 11.69320
H: 6.71611 -24.40661 10.99800
H: 6.99533 -25.73482 11.66866
O: 15.50523 -19.85342 17.99902
H: 15.01771 -19.91844 18.82020
H: 15.88618 -18.97543 18.01496
O: 12.20520 -23.06860 8.61883
H: 11.77263 -22.49370 9.25018
H: 11.72582 -22.93156 7.80174
O: 15.20394 -17.78095 12.20474
H: 14.64192 -18.29585 12.78374
H: 15.88892 -18.39076 11.93058
O: 13.53187 -17.09311 8.30857
H: 13.88357 -17.33883 9.16423
H: 13.96615 -17.68284 7.69224
O: 12.67181 -24.18630 16.44115
H: 12.44083 -24.32374 17.35984
H: 11.96279 -24.60213 15.95064
O: 13.89744 -15.98140 16.18091
H: 13.62384 -15.44618 16.92584
H: 13.34301 -16.76023 16.22847
O: 8.04577 -14.26361 12.36040
H: 8.10399 -14.95256 13.02236
H: 8.50387 -14.62194 11.60015
O: 14.67886 -24.21530 12.46101
H: 14.61997 -25.03778 11.97490
H: 14.40759 -23.54556 11.83325
O: 7.36726 -22.09970 8.21663
H: 8.05407 -21.93364 7.57092
H: 6.72868 -21.40130 8.07278